[1]
Entry from the OMol25 dataset: a molecular structure, C22H52IN4O6 (the ωB97M-V functional and the def2-TZVPD basis).

Last column: Löwdin charge in e.
Element x y z (Å)
I  -6.5611  -0.8831  9.9390  0.98
C  -5.0439  0.0337  8.6799  -0.62
C  -3.8886  -0.8094  9.0324  -0.12
N  -3.7203  -1.7424  8.1627  0.10
C  -4.7183  -1.6943  7.0638  -0.11
C  -5.2256  -0.2577  7.1958  -0.19
H  -5.0332  1.0650  9.0076  0.09
H  -3.2357  -0.7055  9.8899  0.16
H  -3.0217  -2.4684  8.2494  0.18
H  -5.4755  -2.4567  7.2527  0.13
H  -4.2252  -1.8967  6.1171  0.13
H  -4.5318  0.3828  6.6454  0.11
H  -6.2268  -0.0844  6.8187  0.13
C  -1.3131  -1.3419  2.3811  -0.11
O  -1.9968  -0.3193  1.6918  -0.22
C  -2.8964  -0.7724  0.6848  -0.21
C  -4.3068  -0.3474  1.0241  -0.21
N  -4.7656  -1.0199  2.2306  -0.05
C  -6.0549  -0.5695  2.7300  -0.20
C  -6.1566  0.8722  3.2125  -0.21
O  -5.3520  1.1371  4.3584  -0.21
C  -4.0397  1.5998  4.0883  -0.10
H  -0.6067  -0.8581  3.0539  0.09
H  -1.9960  -1.9744  2.9629  0.08
H  -0.7563  -1.9888  1.6961  0.09
H  -2.8374  -1.8591  0.5781  0.13
H  -2.6053  -0.3203  -0.2671  0.12
H  -4.9685  -0.6055  0.1928  0.13
H  -4.3101  0.7487  1.1156  0.11
H  -4.0608  -0.8979  2.9476  0.07
H  -6.3435  -1.2241  3.5583  0.11
H  -6.8021  -0.7164  1.9438  0.12
H  -7.1893  1.0616  3.5125  0.12
H  -5.9098  1.5884  2.4227  0.11
H  -4.0045  2.1918  3.1704  0.09
H  -3.3149  0.7857  3.9842  0.07
H  -3.7363  2.2405  4.9177  0.09
C  -1.4665  2.6041  -0.3226  -0.11
O  -0.0592  2.7024  -0.3562  -0.19
C  0.6042  1.4460  -0.4548  -0.21
C  1.3267  1.3212  -1.7767  -0.21
N  0.3733  1.2673  -2.8730  -0.04
C  0.9803  1.2350  -4.1967  -0.19
C  1.7618  2.4668  -4.6371  -0.22
O  0.9520  3.6153  -4.8069  -0.17
C  0.8274  4.4491  -3.6734  -0.10
H  -1.8583  3.6054  -0.1492  0.09
H  -1.8748  2.2231  -1.2663  0.09
H  -1.7905  1.9459  0.4910  0.07
H  -0.1209  0.6323  -0.3492  0.11
H  1.3213  1.3740  0.3678  0.12
H  1.9128  0.3963  -1.7755  0.12
H  2.0402  2.1549  -1.8566  0.11
H  -0.2503  2.0624  -2.8067  0.08
H  0.1901  1.0642  -4.9314  0.12
H  1.6501  0.3703  -4.2337  0.10
H  2.2054  2.2532  -5.6131  0.12
H  2.5829  2.6943  -3.9470  0.09
H  1.7464  4.4532  -3.0779  0.09
H  0.0020  4.1518  -3.0187  0.07
H  0.6372  5.4606  -4.0300  0.09
C  5.0185  0.7983  -3.0844  -0.11
O  4.3865  -0.3621  -3.5831  -0.21
C  4.3630  -0.4543  -5.0043  -0.22
C  5.1987  -1.6201  -5.4847  -0.22
N  6.6063  -1.3843  -5.2165  -0.05
C  7.4923  -2.4930  -5.5415  -0.20
C  7.3137  -3.7862  -4.7543  -0.22
O  7.6034  -3.6497  -3.3744  -0.18
C  6.5051  -3.3282  -2.5477  -0.11
H  4.9216  0.7757  -1.9999  0.09
H  6.0809  0.8363  -3.3477  0.09
H  4.5447  1.7101  -3.4628  0.07
H  4.7302  0.4755  -5.4499  0.13
H  3.3259  -0.6023  -5.3174  0.11
H  5.0558  -1.7296  -6.5643  0.13
H  4.8084  -2.5326  -5.0101  0.11
H  6.7194  -1.1414  -4.2402  0.08
H  8.5195  -2.1508  -5.3991  0.12
H  7.3795  -2.7254  -6.6060  0.12
H  8.0211  -4.5199  -5.1478  0.12
H  6.3067  -4.2022  -4.8803  0.11
H  5.5809  -3.7858  -2.9162  0.09
H  6.3375  -2.2497  -2.4654  0.07
H  6.7176  -3.7211  -1.5538  0.09

## Properties
E ... -1837.19435 a.u.
Net charge ... +1
HOMO-LUMO gap ... 4.9 eV

[2]
Entry from the OMol25 dataset: a molecular structure, C22H52InO9 (the ωB97M-V functional and the def2-TZVPD basis).

Last column: Löwdin charge in e.
Element x y z (Å)
C  -4.1443  -2.5947  0.6094  -0.13
O  -4.0298  -2.6293  2.0112  -0.20
C  -3.6673  -1.3725  2.5655  -0.24
C  -3.4703  -1.5387  4.0666  -0.18
C  -2.0502  -1.9011  4.5070  -0.21
C  -0.9691  -0.9524  3.9943  -0.23
C  0.4019  -1.2054  4.6259  -0.20
C  0.6701  -0.4807  5.9498  -0.21
C  0.5382  1.0455  5.9328  -0.22
C  1.6144  1.8055  5.1232  -0.30
C  1.1619  2.3285  3.7413  -0.29
In  1.7284  1.1024  1.9818  0.66
O  3.2660  -0.2095  2.4196  -0.42
O  2.5443  2.3719  0.5525  -0.43
H  -3.3685  -1.9692  0.1530  0.08
H  -5.1279  -2.2144  0.3019  0.08
H  -4.0299  -3.6114  0.2331  0.09
H  -2.7488  -1.0312  2.0740  0.11
H  -4.4478  -0.6282  2.3529  0.12
H  -3.7839  -0.6216  4.5745  0.11
H  -4.1609  -2.3267  4.3814  0.11
H  -2.0301  -1.9056  5.6027  0.11
H  -1.8109  -2.9241  4.1950  0.11
H  -1.2884  0.0792  4.1779  0.11
H  -0.8661  -1.0307  2.9127  0.06
H  0.4919  -2.2833  4.8110  0.11
H  1.1870  -0.9672  3.9064  0.07
H  1.6945  -0.7188  6.2608  0.11
H  0.0175  -0.8956  6.7281  0.10
H  -0.4489  1.3329  5.5577  0.09
H  0.5666  1.3776  6.9758  0.10
H  2.4883  1.1480  5.0205  0.08
H  1.9584  2.6433  5.7412  0.09
H  1.5699  3.3320  3.5840  0.02
H  0.0717  2.4459  3.7403  0.02
H  0.3350  0.2172  1.3174  -0.08
H  3.3256  -0.3943  3.3632  -0.08
H  2.1807  3.2503  0.7161  -0.06
C  3.5282  3.7582  -2.1569  -0.10
O  3.0778  4.8424  -2.9588  -0.20
C  2.3187  4.3956  -4.0556  -0.23
C  1.7258  5.5726  -4.7981  -0.19
O  0.5661  6.1078  -4.1747  -0.13
C  0.8133  7.0020  -3.1035  -0.19
C  0.9830  8.4344  -3.5545  -0.22
O  2.2798  8.6469  -4.0776  -0.19
C  2.4196  9.9300  -4.6298  -0.12
H  4.1656  3.0861  -2.7446  0.09
H  4.1096  4.1728  -1.3379  0.09
H  2.7034  3.1845  -1.7284  0.07
H  1.5068  3.7376  -3.7173  0.13
H  2.9524  3.8178  -4.7472  0.12
H  1.3958  5.2293  -5.7807  0.12
H  2.4867  6.3464  -4.9327  0.12
H  1.6795  6.6836  -2.5196  0.13
H  -0.0725  6.9580  -2.4661  0.13
H  0.8113  9.1047  -2.6991  0.13
H  0.2297  8.6610  -4.3221  0.13
H  1.7318  10.0822  -5.4712  0.09
H  3.4439  10.0262  -4.9850  0.09
H  2.2277  10.7116  -3.8832  0.09
C  -3.2601  -8.2288  -3.7767  -0.12
O  -2.3635  -7.4623  -3.0140  -0.19
C  -1.1253  -8.1198  -2.8331  -0.22
C  -0.1377  -7.2164  -2.1298  -0.19
O  0.4609  -6.2652  -2.9913  -0.13
C  -0.2676  -5.0566  -3.1641  -0.18
C  -0.0415  -4.0518  -2.0581  -0.21
O  -0.8049  -4.3985  -0.9224  -0.20
C  -0.5302  -3.5431  0.1710  -0.10
H  -3.4649  -9.1967  -3.3011  0.09
H  -4.1902  -7.6689  -3.8519  0.09
H  -2.8707  -8.4159  -4.7851  0.09
H  -0.7112  -8.4147  -3.8075  0.13
H  -1.2711  -9.0315  -2.2343  0.12
H  0.6792  -7.8408  -1.7613  0.13
H  -0.6173  -6.7285  -1.2780  0.12
H  -1.3368  -5.2603  -3.2667  0.12
H  0.0989  -4.6250  -4.0972  0.13
H  -0.3271  -3.0519  -2.4156  0.13
H  1.0264  -4.0238  -1.8042  0.13
H  0.5140  -3.6251  0.4895  0.10
H  -1.1782  -3.8433  0.9931  0.09
H  -0.7342  -2.4962  -0.0785  0.08

## Properties
E ... -1736.62613 a.u.
Net charge ... -1
HOMO-LUMO gap ... 7.1 eV

> Which of these has the highest net charge?

C22H52IN4O6